Formula: C44H67F5N2O20
Source: the Open Molecules 2025 dataset
Level of theory: ωB97M-V/def2-TZVPD

CARTESIAN COORDINATES (ANGSTROEM)
F  0.748  4.878  -4.416
F  -4.847  5.043  -3.895
F  2.629  4.351  -5.672
F  2.250  3.301  -3.670
F  -0.487  -1.042  3.921
O  1.240  -7.416  6.412
O  0.289  -6.666  4.603
O  -1.207  2.665  1.930
O  7.432  -1.199  1.899
O  -1.100  -3.747  -1.533
O  -8.378  4.401  3.745
O  -8.990  2.416  4.677
O  6.622  -0.062  3.697
O  -4.236  2.817  -4.225
O  5.742  0.313  1.742
O  -1.446  4.300  -11.102
O  3.311  -5.808  0.495
O  1.936  -0.750  -1.098
O  -0.911  -6.690  6.537
O  4.205  -6.188  2.443
O  0.108  3.213  -12.168
O  5.009  -7.313  0.635
O  -0.397  2.585  -10.040
O  -7.318  2.596  3.147
O  -0.340  -2.860  0.529
N  0.970  0.218  -3.694
N  -2.431  4.031  -0.349
C  8.963  -0.111  4.368
C  5.171  -6.834  3.282
C  -9.361  5.081  4.535
C  -0.555  3.297  -11.003
C  -0.332  0.315  3.461
C  0.831  2.680  -5.689
C  -2.377  4.373  -3.484
C  5.758  0.120  0.328
C  0.710  1.185  4.369
C  6.550  -6.226  3.101
C  -8.306  3.071  3.928
C  -0.704  1.761  1.176
C  0.159  1.016  -1.291
C  -0.824  -6.082  3.914
C  -5.038  3.913  -0.344
C  1.206  -7.623  7.823
C  1.055  -0.067  -0.495
C  -2.293  4.431  -9.962
C  -1.576  3.249  -2.683
C  0.817  -0.332  1.084
C  0.099  -6.908  5.911
C  -5.328  5.387  0.257
C  1.581  3.808  -4.842
C  -7.066  1.203  3.324
C  0.989  -3.004  1.127
C  -0.701  2.247  -3.540
C  1.080  2.163  -12.252
C  -0.737  1.966  -0.404
C  -0.639  2.296  -5.156
C  -0.404  -3.870  -0.501
C  -0.960  -4.606  4.238
C  3.320  -5.994  -0.920
C  0.416  0.813  -12.454
C  4.249  -6.524  1.143
C  -3.641  3.281  0.126
C  0.176  1.118  -2.842
C  -3.871  3.968  -3.890
C  -1.605  3.085  -1.110
C  6.672  -0.404  2.398
C  1.594  -1.592  1.687
C  -8.901  5.234  5.973
C  2.145  0.488  4.548
C  7.580  -0.710  4.544
C  -0.018  0.485  1.901
H  2.671  -1.554  1.257
H  1.875  0.621  -3.970
H  -6.630  1.025  4.309
H  -1.756  -4.151  3.644
H  -1.744  -6.632  4.134
H  -7.977  0.614  3.194
H  1.685  -3.367  0.276
H  0.761  2.266  3.962
H  -0.249  0.838  -13.321
H  -1.417  3.000  -5.617
H  -3.645  3.161  1.281
H  -1.192  -4.452  5.294
H  -4.500  6.134  0.008
H  5.177  -7.913  3.103
H  -9.490  6.071  4.091
H  0.350  -8.237  8.113
H  7.581  -1.790  4.369
H  5.681  -0.938  0.070
H  9.667  -0.551  5.077
H  6.927  -6.391  2.089
H  4.223  -5.554  -1.348
H  0.754  3.062  -6.780
H  -0.023  -4.078  4.038
H  4.842  -6.680  4.313
H  -2.666  4.877  -0.884
H  -1.824  4.666  -4.453
H  2.119  -8.147  8.107
H  -7.923  5.720  6.014
H  1.028  -3.835  1.932
H  -1.357  0.827  3.641
H  -2.973  3.578  -9.903
H  1.729  2.167  -11.371
H  0.206  -4.847  -0.358
H  2.045  -0.338  5.330
H  -0.627  -6.200  2.845
H  -0.195  0.539  -11.591
H  3.247  -7.052  -1.182
H  9.345  -0.281  3.359
H  6.517  -5.144  3.257
H  1.707  -1.593  2.822
H  -5.461  5.259  1.394
H  0.414  -0.102  -4.499
H  -1.711  4.523  -9.043
H  2.840  1.290  5.018
H  -5.114  4.001  -1.484
H  -3.547  2.206  -0.293
H  2.453  -5.476  -1.332
H  -5.876  3.192  -0.017
H  7.260  -6.666  3.805
H  -9.618  5.827  6.547
H  -8.795  4.263  6.462
H  0.186  1.274  5.401
H  1.166  0.033  -12.602
H  1.709  2.387  -13.117
H  7.247  -0.551  5.572
H  -2.886  5.338  -10.087
H  -10.327  4.571  4.471
H  -0.904  1.239  -5.552
H  -6.331  5.725  -0.216
H  2.653  0.170  3.575
H  6.666  0.554  -0.097
H  4.896  0.641  -0.093
H  1.182  -6.661  8.341
H  -2.463  5.361  -2.881
H  8.935  0.972  4.520
H  1.534  1.761  -5.745
H  -6.345  0.894  2.565

## Properties
Largest force on an atom = 6.15 eV/A
SMILES = CCCNc1c(CC(=O)F)c(CCC(F)(F)F)c(N)c2c1C(=O)C([C@@H](F)CC)=C(CCOC=O)C2=O.CCOC(=O)OC.CCOC(=O)OC.CCOC(=O)OC.CCOC(=O)OC.CCOC(=O)OC
ΔE to the lowest compared entry with this formula, charge and spin = 174.0 kcal per mole
Charge = 0
Gap between HOMO and LUMO = 7.1 eV
M = 1039.00 g mol⁻¹
Total energy = -104224.1806 eV
HOMO level = -8.435 eV